Entry w
Entry from the Open Molecules 2025 dataset: 2 unconnected molecules or ions with the total composition CH4ClPS2 (ωB97M-V with the def2-TZVPD basis set).

The geometry in XYZ format:
```
9
Properties=species:S:1:pos:R:3:mulliken_charge:R:1
C 0.33 1.22 0.10 -0.66
P -1.22 0.29 0.23 0.49
S -2.81 1.08 1.05 -0.27
S -1.08 -1.10 -1.13 -0.33
Cl 2.02 -2.72 0.12 -0.24
H 0.70 1.92 0.87 0.31
H 0.98 0.40 -0.07 0.21
H 0.28 1.73 -0.92 0.29
H 0.80 -2.83 -0.26 0.21
```

Calculated values
Molar mass = 146.604 g mol⁻¹
Charge = 0
Spin multiplicity = 1
Highest occupied orbital energy = -9.60 eV

***

Entry x
Entry from the Open Molecules 2025 dataset: 2 unconnected molecules or ions with the total composition CH4ClPS2 (ωB97M-V with the def2-TZVPD basis set).

The geometry in XYZ format:
```
9
Properties=species:S:1:pos:R:3:mulliken_charge:R:1
C -0.62 1.31 0.91 -0.96
P 0.90 0.56 1.59 0.16
S 0.46 -0.84 -1.30 -0.12
S 0.56 -2.43 -2.49 -0.11
Cl 0.12 -1.01 2.51 -0.16
H -1.42 1.51 1.59 0.36
H -0.31 2.06 0.32 0.40
H -1.06 0.60 0.17 0.25
H 1.37 -1.76 -3.31 0.17
```

Calculated values
Molar mass = 146.604 g mol⁻¹
Charge = 0
Spin multiplicity = 1
Highest occupied orbital energy (spin up / spin down) = -7.90 / -8.94 eV

***

Relative to the most stable one, in hartree, the structures come out at entry w 0.0000; entry x 0.0703.

***

Entry w
Entry from the Open Molecules 2025 dataset: a molecular structure, C5H11N2 (ωB97M-V with the def2-TZVPD basis set).

The geometry in XYZ format:
```
18
Properties=species:S:1:pos:R:3:mulliken_charge:R:1
C -1.39 -0.35 0.08 0.06
C -0.15 0.82 -0.80 -1.18
C 0.04 -0.51 -0.06 1.85
C 0.55 -1.68 -0.89 -1.59
C 0.78 -0.40 1.27 -1.83
N -2.57 -0.12 0.22 -0.44
N 0.24 2.08 -0.17 -0.17
H -0.26 0.84 -1.86 0.43
H 1.64 -1.70 -0.86 0.39
H 0.24 -1.59 -1.93 0.39
H 0.18 -2.62 -0.49 0.39
H 1.80 -0.03 1.11 0.40
H 0.85 -1.39 1.72 0.39
H 0.26 0.24 1.99 0.52
H -3.23 -0.75 0.67 0.31
H 1.13 2.42 -0.54 0.36
H 0.36 1.91 0.84 0.32
H -0.48 2.80 -0.31 0.37
```

Calculated values
Molar mass = 99.157 g mol⁻¹
Charge = +1
Spin multiplicity = 1
Highest occupied orbital energy = -12.18 eV

***

Entry x
Entry from the Open Molecules 2025 dataset: a gas-phase ion, C5H11N2 (charge +1) (ωB97M-V with the def2-TZVPD basis set).

The geometry in XYZ format:
```
18
Properties=species:S:1:pos:R:3:mulliken_charge:R:1
C -2.62 -0.51 -0.57 -1.09
C -1.75 0.34 0.36 0.31
N -0.99 1.49 -0.07 -0.29
C -0.20 0.45 0.15 0.29
N 1.05 0.09 0.21 -0.01
C 1.38 -1.19 0.82 -0.88
C 2.10 1.15 0.17 -0.78
H -2.61 -1.61 -0.57 0.30
H -2.51 -0.15 -1.56 0.37
H -3.69 -0.26 -0.38 0.31
H -2.00 0.36 1.46 0.33
H -1.10 2.26 -0.71 0.28
H 1.58 -1.11 1.94 0.33
H 0.51 -1.88 0.74 0.32
H 2.27 -1.68 0.32 0.32
H 1.61 2.07 -0.20 0.28
H 2.36 1.14 1.26 0.34
H 3.10 0.99 -0.43 0.26
```

Calculated values
Molar mass = 99.157 g mol⁻¹
Charge = +1
Spin multiplicity = 1
Highest occupied orbital energy = -14.64 eV
SMILES = C[C@@H]1NC1=[N+](C)C

***

Relative to the most stable one, in hartree, the structures come out at entry w 0.0211; entry x 0.0000.

***

Entry w
Entry from the Open Molecules 2025 dataset: 2 unconnected molecules or ions with the total composition C5H11N2 (ωB97M-V with the def2-TZVPD basis set).

The geometry in XYZ format:
```
18
Properties=species:S:1:pos:R:3:mulliken_charge:R:1
C 1.40 -0.48 1.16 0.33
C -1.18 1.73 -0.35 -0.26
C -0.48 1.27 -1.58 -0.66
C -1.36 0.35 -0.92 0.28
C -1.90 -0.86 -0.83 -0.93
N 1.01 -1.06 0.05 -0.22
N 2.04 -1.06 2.13 -0.35
H -0.65 1.94 0.61 0.08
H -1.93 2.54 -0.31 0.24
H -1.02 1.59 -2.37 0.30
H 0.55 1.19 -1.85 0.38
H -1.78 -1.62 -1.49 0.37
H -2.55 -1.21 -0.07 0.28
H 1.11 0.56 1.30 0.22
H 0.48 -0.46 -0.57 0.20
H 1.37 -1.98 -0.12 0.20
H 2.20 -0.58 3.04 0.28
H 2.68 -1.85 2.17 0.25
```

Calculated values
Molar mass = 99.157 g mol⁻¹
Charge = +1
Spin multiplicity = 1
Highest occupied orbital energy = -13.30 eV

***

Entry x
Entry from the Open Molecules 2025 dataset: 2 unconnected molecules or ions with the total composition C5H11N2 (ωB97M-V with the def2-TZVPD basis set).

The geometry in XYZ format:
```
18
Properties=species:S:1:pos:R:3:mulliken_charge:R:1
C 3.01 0.13 -0.90 -0.35
C -1.11 1.79 0.29 -0.79
C 2.40 0.25 0.13 -0.52
C 0.36 -1.45 0.76 -1.12
C -1.75 -0.41 -0.66 -0.69
N -0.03 -0.14 0.85 -0.40
N -0.96 0.38 0.26 0.64
H 3.54 -0.12 -1.80 0.41
H -0.21 2.19 0.77 0.32
H -2.02 2.17 0.77 0.33
H -1.09 2.16 -0.75 0.37
H 1.97 0.72 0.98 0.52
H 1.25 -1.59 1.29 0.41
H -0.48 -2.14 1.00 0.36
H 0.58 -1.68 -0.25 0.54
H -2.59 -0.08 -1.23 0.39
H -2.03 -1.47 -0.17 0.21
H -0.86 -0.71 -1.34 0.36
```

Calculated values
Molar mass = 99.157 g mol⁻¹
Charge = +1
Spin multiplicity = 1
Highest occupied orbital energy = -14.26 eV

***

Entry y
Entry from the Open Molecules 2025 dataset: a gas-phase ion, C5H11N2 (charge +1) (ωB97M-V with the def2-TZVPD basis set).

The geometry in XYZ format:
```
18
Properties=species:S:1:pos:R:3:mulliken_charge:R:1
N -0.99 -1.08 -1.70 -0.33
C -0.22 -0.45 -0.86 0.86
C 0.33 0.93 -1.09 -0.82
C 0.26 1.50 0.38 -0.58
N -0.63 0.61 1.03 -0.44
C 0.00 -0.63 1.48 -0.63
C 0.55 -1.27 0.16 -0.79
H -1.58 -0.53 -2.37 0.32
H -1.27 -2.08 -1.38 0.29
H -0.14 1.66 -1.79 0.34
H 1.29 0.94 -1.62 0.36
H 1.26 1.64 0.83 0.29
H -0.11 2.48 0.39 0.44
H -0.91 1.05 1.92 0.33
H -0.84 -1.25 1.81 0.34
H 0.68 -0.53 2.36 0.39
H 1.64 -1.07 0.06 0.26
H 0.27 -2.34 -0.05 0.37
```

Calculated values
Molar mass = 99.157 g mol⁻¹
Charge = +1
Spin multiplicity = 1
Highest occupied orbital energy = -14.05 eV
SMILES = [NH2+]=C1CCNCC1

***

Relative to the most stable one, in hartree, the structures come out at entry w 0.0626; entry x 0.1576; entry y 0.0000.

***

Entry w
Entry from the Open Molecules 2025 dataset: 2 unconnected molecules or ions with the total composition C5H11N2 (ωB97M-V with the def2-TZVPD basis set).

The geometry in XYZ format:
```
18
Properties=species:S:1:pos:R:3:mulliken_charge:R:1
C -2.66 0.08 -1.22 -0.85
C -2.17 -0.67 -0.30 0.53
C -1.76 -1.56 0.58 -0.29
C 1.96 0.16 1.29 -1.02
C 1.11 1.03 -1.17 -0.96
N 0.62 -0.21 0.71 -0.10
N 0.31 0.27 -0.34 -0.15
H -2.02 0.61 -1.92 0.27
H -3.73 0.08 -1.54 0.30
H -2.24 -1.60 1.60 0.36
H -0.69 -0.94 0.85 0.42
H -1.45 -2.51 0.00 0.27
H 2.13 1.16 1.13 0.43
H 2.83 -0.35 0.75 0.35
H 1.95 -0.06 2.35 0.34
H 2.13 0.94 -0.86 0.41
H 1.04 2.15 -1.06 0.40
H 1.06 0.89 -2.35 0.30
```

Calculated values
Molar mass = 99.157 g mol⁻¹
Charge = +1
Spin multiplicity = 1
Highest occupied orbital energy = -14.01 eV

***

Entry x
Entry from the Open Molecules 2025 dataset: a gas-phase ion, C5H11N2 (charge +1) (ωB97M-V with the def2-TZVPD basis set).

The geometry in XYZ format:
```
18
Properties=species:S:1:pos:R:3:mulliken_charge:R:1
C 0.71 0.92 -2.04 -0.24
N 0.16 0.35 -1.06 -0.33
C 0.57 0.62 0.28 0.76
C 1.37 1.53 0.80 -1.08
C 0.33 -0.67 1.09 -0.63
C -1.12 -1.01 1.17 -0.69
N -1.66 -1.46 -0.15 -0.19
H 1.33 1.81 -2.05 0.19
H 0.55 0.61 -3.08 0.23
H 1.78 1.57 1.79 0.26
H 1.71 2.39 0.23 0.21
H 0.96 -1.40 0.58 0.30
H 0.66 -0.43 2.10 0.38
H -1.29 -1.75 1.94 0.35
H -1.69 -0.13 1.46 0.38
H -1.13 -1.05 -0.93 0.36
H -1.53 -2.46 -0.14 0.37
H -2.65 -1.26 -0.31 0.35
```

Calculated values
Molar mass = 99.157 g mol⁻¹
Charge = +1
Spin multiplicity = 1
Highest occupied orbital energy = -13.42 eV
SMILES = C=NC(=C)CC[NH3+]

***

Relative to the most stable one, in hartree, the structures come out at entry w 0.1572; entry x 0.0000.

***

Entry w
Entry from the Open Molecules 2025 dataset: C5H7N in the gas phase (ωB97M-V with the def2-TZVPD basis set).

The geometry in XYZ format:
```
13
Properties=species:S:1:pos:R:3:mulliken_charge:R:1
C 2.65 0.28 -0.12 -0.30
N 1.55 -0.14 -0.54 -0.44
C 0.60 -0.65 0.33 -0.28
C -0.42 -1.63 -0.20 -0.49
C -0.97 -0.46 -0.13 0.37
C -1.98 0.57 -0.29 -0.97
H 3.36 0.67 -0.83 0.27
H 2.96 0.28 0.94 0.21
H 0.81 -0.64 1.41 0.40
H -0.51 -2.66 -0.44 0.38
H -2.93 0.13 -0.61 0.28
H -1.65 1.29 -1.04 0.29
H -2.14 1.11 0.65 0.29
```

Calculated values
Molar mass = 81.118 g mol⁻¹
Charge = 0
Spin multiplicity = 1
Highest occupied orbital energy = -8.91 eV
SMILES = C=N[C@@H]1C=C1C

***

Entry x
Entry from the Open Molecules 2025 dataset: a molecular structure, C5H7N (ωB97M-V with the def2-TZVPD basis set).

The geometry in XYZ format:
```
13
Properties=species:S:1:pos:R:3:mulliken_charge:R:1
C -1.07 0.08 0.78 -0.87
C -0.81 -0.40 -0.70 -0.13
C 0.64 -0.31 -1.05 -0.83
C 1.40 -0.10 0.09 -0.05
N 1.05 1.23 0.72 -0.32
C 0.37 0.17 1.23 0.06
H -1.66 -0.65 1.34 0.35
H -1.64 1.01 0.86 0.31
H -1.50 0.05 -1.51 0.27
H 1.03 -0.81 -1.95 0.33
H 2.42 -0.45 0.24 0.40
H 0.49 1.84 0.10 0.28
H -0.73 -1.65 -0.17 0.21
```

Calculated values
Molar mass = 81.118 g mol⁻¹
Charge = 0
Spin multiplicity = 1
Highest occupied orbital energy (spin up / spin down) = -7.65 / -7.50 eV

***

Relative to the most stable one, in hartree, the structures come out at entry w 0.0000; entry x 0.0915.

***

Entry w
Entry from the Open Molecules 2025 dataset: C5H7N in the gas phase (ωB97M-V with the def2-TZVPD basis set).

The geometry in XYZ format:
```
13
Properties=species:S:1:pos:R:3:mulliken_charge:R:1
C -1.78 -1.41 -1.10 0.09
C -1.29 -1.02 -0.07 -0.30
C -0.60 -0.40 1.07 -0.63
N 0.14 0.82 0.68 -0.29
C 0.54 0.97 -0.72 -0.38
C 1.55 0.68 0.32 -0.36
H -2.18 -1.70 -2.04 0.38
H -1.33 -0.09 1.84 0.27
H 0.08 -1.11 1.55 0.31
H 0.42 1.97 -1.13 0.23
H 0.29 0.17 -1.42 0.20
H 2.21 1.45 0.69 0.24
H 1.97 -0.33 0.32 0.26
```

Calculated values
Molar mass = 81.118 g mol⁻¹
Charge = 0
Spin multiplicity = 1
Highest occupied orbital energy = -9.16 eV
SMILES = C#CCN1CC1

***

Entry x
Entry from the Open Molecules 2025 dataset: C5H7N in the gas phase (ωB97M-V with the def2-TZVPD basis set).

The geometry in XYZ format:
```
13
Properties=species:S:1:pos:R:3:mulliken_charge:R:1
C -0.12 0.38 -1.87 -1.16
C 0.17 -0.11 -0.49 0.77
C -0.87 -0.73 0.26 -0.50
C -0.56 -0.60 1.59 -0.54
N 0.65 0.04 1.67 0.01
C 1.11 0.34 0.41 -0.77
H -1.00 1.00 -1.69 0.27
H 0.67 0.99 -2.32 0.35
H -0.41 -0.41 -2.58 0.29
H -1.77 -1.16 -0.17 0.37
H -1.11 -0.89 2.47 0.37
H 1.14 0.21 2.53 0.19
H 2.03 0.89 0.26 0.36
```

Calculated values
Molar mass = 81.118 g mol⁻¹
Charge = 0
Spin multiplicity = 1
Highest occupied orbital energy = -8.14 eV
SMILES = Cc1cc[nH]c1

***

Entry y
Entry from the Open Molecules 2025 dataset: 2 unconnected molecules or ions with the total composition C5H7N (ωB97M-V with the def2-TZVPD basis set).

The geometry in XYZ format:
```
13
Properties=species:S:1:pos:R:3:mulliken_charge:R:1
N -0.38 0.66 2.37 -0.45
C -0.67 0.59 1.25 0.32
C -1.19 0.54 -0.13 -0.23
C -0.44 -0.52 -0.88 -0.17
C 1.43 -0.36 1.44 -0.57
C 0.23 -0.31 -2.00 -0.69
H -1.08 1.53 -0.60 0.27
H -2.27 0.33 -0.10 0.25
H -0.41 -1.49 -0.39 0.33
H 1.43 -1.00 2.35 0.21
H 2.03 0.52 1.75 0.24
H 0.27 0.67 -2.47 0.24
H 0.81 -1.10 -2.46 0.25
```

Calculated values
Molar mass = 81.118 g mol⁻¹
Charge = 0
Spin multiplicity = 1
Highest occupied orbital energy = -8.65 eV

***

Entry z
Entry from the Open Molecules 2025 dataset: 2 unconnected molecules or ions with the total composition C5H7N (ωB97M-V with the def2-TZVPD basis set).

The geometry in XYZ format:
```
13
Properties=species:S:1:pos:R:3:mulliken_charge:R:1
C 0.12 1.24 0.02 -0.63
C -0.67 0.39 -0.99 -0.67
C -0.21 -0.93 -0.88 -0.35
C 0.18 -1.20 0.47 -0.05
N 1.13 -0.50 1.43 -0.51
C -0.03 0.17 1.06 0.08
H -0.41 2.16 0.28 0.26
H 1.15 1.49 -0.29 0.28
H -1.06 0.80 -1.92 0.36
H -0.52 -1.73 -1.55 0.33
H -0.21 -2.10 0.94 0.33
H 1.96 -0.08 0.99 0.27
H -1.45 0.30 0.39 0.29
```

Calculated values
Molar mass = 81.118 g mol⁻¹
Charge = 0
Spin multiplicity = 1
Highest occupied orbital energy = -8.26 eV

***

Relative to the most stable one, in hartree, the structures come out at entry w 0.1143; entry x 0.0000; entry y 0.1858; entry z 0.2339.